Computed, not measured: a cluster of 12 separate species, C43H73F5O28 in total in a non-equilibrium geometry, with ωB97M-V/def2-TZVPD.

SMILES: O=C1OC[C@@H](F)O1.O=C1OC[C@@H](F)O1.O=C1OC[C@@H](F)O1.O=C1OC[C@@H](F)O1.O=C1OC[C@@H](F)O1.CCOC(C)=O.CCOC(C)=O.CCOC(C)=O.CCOC(C)=O.CCOC(C)=O.CCOC(C)=O.CCOCC
Charge: 0
Kohn-Sham gap in eV: 9.38
2S+1: 1
Lowest unoccupied orbital energy in eV: 0.0

XYZ file:
```
149
C43H73F5O28 ωB97M-V/def2-TZVPD
O -8.095 0.746 3.339
C -7.059 0.592 2.792
O -6.839 0.696 1.466
C -5.529 0.189 1.190
C -4.834 0.367 2.525
F -4.272 1.597 2.648
O -5.909 0.187 3.415
H -5.508 -0.863 0.903
H -5.118 0.783 0.378
H -4.109 -0.421 2.713
O -0.533 -3.850 -6.226
C -0.174 -3.130 -5.364
O -0.345 -1.785 -5.332
C 0.619 -1.315 -4.373
C 0.518 -2.425 -3.355
F -0.597 -2.429 -2.577
O 0.477 -3.544 -4.227
H 1.627 -1.293 -4.787
H 0.417 -0.322 -3.981
H 1.393 -2.431 -2.705
O -3.756 -2.518 0.962
C -3.725 -3.162 -0.026
O -2.742 -3.175 -0.950
C -3.068 -4.090 -1.985
C -4.480 -4.571 -1.642
F -4.602 -5.925 -1.556
O -4.728 -4.016 -0.387
H -3.077 -3.607 -2.961
H -2.346 -4.902 -2.037
H -5.202 -4.238 -2.388
O -1.781 1.243 -4.276
C -2.696 0.808 -4.891
O -2.652 0.414 -6.177
C -4.002 0.381 -6.641
C -4.782 0.065 -5.365
F -4.974 -1.268 -5.202
O -3.926 0.568 -4.366
H -4.329 1.388 -6.926
H -4.150 -0.300 -7.468
H -5.740 0.574 -5.306
O 0.647 6.715 -2.191
C 0.405 5.815 -2.914
O 0.691 4.521 -2.662
C 0.121 3.703 -3.694
C -0.848 4.662 -4.376
F -2.089 4.575 -3.807
O -0.278 5.913 -4.095
H 0.908 3.463 -4.411
H -0.375 2.843 -3.264
H -0.951 4.568 -5.453
C 0.816 -1.382 1.622
C -0.408 -1.781 0.825
O -0.492 -0.793 -0.241
C -1.311 0.222 0.000
C -1.482 1.170 -1.152
O -1.940 0.333 1.026
H 0.943 -2.040 2.489
H 0.778 -0.386 2.073
H 1.721 -1.418 1.015
H -0.173 -2.693 0.283
H -1.330 -1.803 1.394
H -0.858 2.033 -0.911
H -2.523 1.456 -1.267
H -1.169 0.772 -2.117
C 3.757 5.656 -1.264
C 2.875 5.167 -0.122
O 3.129 3.784 0.117
C 2.090 3.045 0.536
C 2.468 1.600 0.710
O 0.995 3.473 0.778
H 3.362 6.470 -1.861
H 4.042 4.819 -1.903
H 4.713 5.984 -0.836
H 2.950 5.802 0.760
H 1.847 5.297 -0.469
H 1.845 0.933 0.115
H 2.242 1.346 1.750
H 3.521 1.404 0.529
C -0.025 -5.793 -1.119
C 1.442 -6.143 -1.254
O 2.238 -5.893 -0.086
C 2.693 -4.649 0.091
C 3.975 -4.593 0.853
O 2.175 -3.665 -0.373
H -0.489 -5.912 -2.101
H -0.175 -4.762 -0.802
H -0.531 -6.483 -0.441
H 1.556 -7.210 -1.436
H 1.870 -5.619 -2.111
H 4.240 -5.430 1.498
H 4.074 -3.707 1.477
H 4.777 -4.541 0.111
C 0.187 8.171 0.936
C -1.171 7.892 0.339
O -1.226 6.499 0.032
C -2.200 5.966 -0.690
C -2.063 4.471 -0.655
O -3.078 6.575 -1.241
H 0.370 7.449 1.736
H 0.179 9.155 1.401
H 0.949 8.035 0.173
H -1.978 8.127 1.041
H -1.380 8.475 -0.560
H -2.418 3.960 -1.541
H -2.570 4.086 0.235
H -1.015 4.221 -0.466
C -3.381 0.396 5.309
C -2.214 -0.076 4.473
O -2.512 -1.396 3.971
C -1.741 -2.422 4.336
C -2.220 -3.767 3.885
O -0.620 -2.274 4.765
H -3.545 -0.220 6.190
H -4.283 0.509 4.708
H -3.151 1.400 5.686
H -1.997 0.555 3.612
H -1.307 -0.125 5.077
H -2.133 -3.765 2.791
H -3.270 -3.986 4.063
H -1.528 -4.531 4.220
C 4.904 -1.184 -0.331
C 5.716 -2.052 -1.270
O 5.964 -1.457 -2.535
C 4.913 -1.228 -3.328
C 5.274 -0.339 -4.478
O 3.792 -1.623 -3.112
H 3.870 -1.081 -0.661
H 5.317 -0.170 -0.360
H 4.901 -1.553 0.691
H 6.677 -2.266 -0.806
H 5.235 -3.025 -1.394
H 6.052 -0.802 -5.082
H 5.726 0.589 -4.117
H 4.374 -0.058 -5.014
C 2.996 0.245 5.562
C 2.686 -1.213 5.256
O 2.691 -2.086 6.366
C 3.786 -1.980 7.225
C 3.917 -3.275 8.014
H 3.924 0.316 6.124
H 3.126 0.770 4.612
H 2.205 0.782 6.087
H 1.746 -1.349 4.725
H 3.465 -1.536 4.540
H 4.736 -1.768 6.713
H 3.651 -1.170 7.953
H 3.966 -4.154 7.373
H 3.036 -3.355 8.650
H 4.839 -3.227 8.595
```